Entry 1:
Computed, not measured: a structure of composition C22H24CuN6O4Si at a distorted geometry, with ωB97M-V/def2-TZVPD.

The total energy is -3412.18551 Eh. Its charge is 0. For the energy above the lowest of the compared OMol25 structures with the same formula, charge and spin, the calculation gives 30.9 kJ/mol. The calculation puts the HOMO energy (alpha / beta) at -6.659 / -6.596 eV. As for the lowest unoccupied orbital energy (alpha / beta): -0.24 / -1.02 eV. As for the expectation value of S²: 0.7528. Its spin multiplicity is 2.

Atoms and positions in Å:
Cu 0.4878 -0.3250 -0.1380
O 2.1185 -0.3317 -1.3576
C 3.0475 -1.1196 -1.1865
C 3.0445 -2.3638 -0.4841
C 4.2058 -3.1374 -0.5419
C 4.2475 -4.4007 0.0081
C 3.0927 -4.9560 0.5969
C 1.9552 -4.2185 0.6787
C 1.8823 -2.8637 0.2119
O 0.8307 -2.1964 0.4303
N 5.4472 -5.1626 -0.0383
O 5.4309 -6.2814 0.4469
O 6.4284 -4.6536 -0.5536
H 4.0176 -0.8800 -1.6606
H 5.0869 -2.7550 -1.0406
H 3.1495 -5.9647 0.9824
H 1.0584 -4.6318 1.1135
N -4.0894 1.9104 -0.0207
C -3.9158 3.2366 0.2375
C -2.6318 3.3604 0.6934
N -2.0239 2.1565 0.7092
C -2.8988 1.2888 0.2666
C -2.7167 -0.1230 0.0493
N -1.5962 -0.7724 -0.2049
C -1.9260 -2.0720 -0.4252
C -3.2727 -2.2286 -0.2954
N -3.7683 -0.9893 -0.0057
H -4.9277 1.4969 -0.3946
H -4.6911 3.9574 0.0827
H -2.1120 4.2415 1.0069
H -1.1689 -2.7951 -0.6516
H -3.8956 -3.0935 -0.3872
H -4.7355 -0.7878 0.1878
C 1.9568 3.9603 1.7823
Si 1.4175 2.1476 1.4837
C 2.9994 1.0893 1.6949
C 0.2278 1.7348 2.9181
N 0.6798 1.6367 0.0050
C 0.3129 2.3223 -1.0846
C 0.5245 3.7096 -1.2405
C 0.1220 4.3760 -2.3745
C -0.4970 3.6953 -3.4135
C -0.6922 2.3253 -3.2992
C -0.3109 1.6538 -2.1623
H 2.3951 4.0281 2.7733
H 1.1218 4.6523 1.7566
H 2.7027 4.3102 1.0769
H 3.4058 1.2113 2.6933
H 3.7740 1.3465 0.9785
H 2.7655 0.0369 1.5641
H 0.7717 1.6971 3.8562
H -0.2447 0.7728 2.7560
H -0.5623 2.4704 3.0147
H 1.0079 4.2496 -0.4473
H 0.2842 5.4435 -2.4580
H -0.8088 4.2233 -4.3009
H -1.1466 1.7791 -4.1144
H -0.4661 0.5864 -2.0798



Entry 2:
Computed, not measured: a structure of composition C22H24EuN4O3S at a distorted geometry, with ωB97M-V/def2-TZVPD.

The total energy is -2405.42611 Eh. Its charge is +2. For the energy above the lowest of the compared OMol25 structures with the same formula, charge and spin, the calculation gives 416.5 kJ/mol. The calculation puts the HOMO energy (alpha / beta) at -12.848 / -12.859 eV. As for the lowest unoccupied orbital energy (alpha / beta): -5.99 / -5.99 eV. As for the expectation value of S²: 15.7591. Its spin multiplicity is 8.

Atoms and positions in Å:
C 3.6599 3.7471 -0.4922
C 4.9498 3.4599 -0.9242
H 3.3661 4.8257 -0.5685
H 3.2675 3.1194 0.4522
C 5.3284 2.1205 -1.2495
C 4.4001 1.1427 -1.3087
H 3.4362 1.3781 -0.8881
H 4.6747 0.1565 -1.6826
C 5.9710 4.5240 -1.0304
H 5.5307 5.5101 -0.9109
H 6.4904 4.5281 -1.9804
H 6.7043 4.4462 -0.2324
C 6.7677 1.7563 -1.5313
H 7.4600 1.9782 -0.7120
H 7.2155 2.2008 -2.4238
H 6.8646 0.6822 -1.6887
Eu -1.1896 -1.1591 1.2711
O 0.2932 0.2631 0.0669
C 0.7498 0.4899 -1.0953
O -1.5814 -1.3493 -1.0042
C -0.8240 -1.2330 -1.9908
O -1.0237 -1.9091 -3.1098
N 0.2827 -0.3702 -2.1234
C -0.1570 -1.3433 -4.1848
C 0.6921 -0.2952 -3.5293
H -0.8377 -0.9042 -4.9394
H 0.4624 -2.1715 -4.5674
H 0.5037 0.6846 -3.9808
H 1.7530 -0.5081 -3.6537
C 1.6726 1.4584 -1.5289
C 1.6766 2.7454 -1.0635
H 2.3235 1.0996 -2.3194
H 1.6532 2.8137 0.0338
H 1.6069 3.6209 -1.7204
N -5.0406 -2.1369 3.4997
C -5.3549 -3.2448 2.7363
C -6.4298 -4.1222 2.8039
C -6.4804 -5.1461 1.8294
C -5.4940 -5.2520 0.8471
C -4.4337 -4.3342 0.7672
C -4.3759 -3.3077 1.7283
N -3.4978 -2.2320 1.9001
C -3.9534 -1.5252 2.9725
C -3.4186 -0.2758 3.4818
C -3.8328 0.4615 4.5816
S -2.7979 1.8389 4.8684
C -1.8726 1.4092 3.4518
N -2.3163 0.3098 2.8250
H -5.5261 -1.8435 4.3444
H -7.1791 -3.9812 3.5886
H -7.3017 -5.8609 1.8592
H -5.5496 -6.0601 0.1290
H -3.6482 -4.3711 0.0142
H -4.6634 0.2090 5.2377
H -0.9765 1.9569 3.1447



Entry 3:
Computed, not measured: a structure of composition C22H24F2N2O3S at a distorted geometry, with ωB97M-V/def2-TZVPD.

The total energy is -1785.08745 Eh. Its charge is 0. For the energy above the lowest of the compared OMol25 structures with the same formula, charge and spin, the calculation gives 2133.9 kJ/mol. The calculation puts the HOMO energy at -8.292 eV. As for the lowest unoccupied orbital energy: -0.61 eV. Its spin multiplicity is 1.

Atoms and positions in Å:
C -7.5596 -1.4123 -0.5459
C -6.1692 -0.6789 -0.4711
C -4.9254 -1.2056 -0.5115
C -3.8471 -0.6254 -0.3631
C -3.9074 0.6092 -0.3162
C -5.2169 1.3558 -0.0894
C -6.4088 0.5830 -0.1245
F -7.5208 1.3901 -0.3884
H -5.2784 2.5374 -0.1000
N -2.7463 1.5258 -0.0252
C -1.5479 1.3701 0.0397
O -1.2088 0.1212 -0.1796
C -0.4683 2.1036 0.0605
C -0.6485 3.5346 0.9581
C 0.3203 4.3764 0.9527
C 1.4898 4.1474 0.6100
C 1.7923 2.8708 -0.2100
C 0.7201 2.0447 -0.3391
H 1.0354 1.3235 -1.0815
S 3.3410 2.7642 -0.8527
O 3.9967 3.9526 -1.3021
O 3.0964 1.8932 -1.9054
N 4.1099 2.1475 0.4146
H 5.0491 2.2392 0.5041
C 3.7349 0.8471 0.4558
H 4.1187 0.5140 1.7243
H 2.6584 0.4617 0.6448
C 4.3723 -0.2326 -0.2565
C 3.6030 -1.7668 0.1138
C 4.3294 -2.7475 0.7270
C 3.7072 -3.9453 0.8676
C 2.1616 -4.0901 0.5302
C 1.9297 -3.3180 -0.6406
C 2.2706 -2.0155 -0.5725
H 2.2052 -1.4739 -1.5263
H 1.6178 -1.1736 0.1372
H 0.8661 -3.4307 -1.0802
H 2.4707 -3.8127 -1.1939
H 1.6609 -3.4965 1.4810
H 1.7093 -4.9642 0.7275
H 3.9843 -4.4295 2.1100
H 4.0506 -4.7174 0.5096
H 5.2069 -2.6104 1.0509
H 5.3619 -0.6028 -0.0176
H 4.0686 -0.0157 -1.3284
H 2.5253 4.8211 0.5671
H 0.2145 5.1622 1.7162
F -1.7189 3.5340 1.5722
H -2.9518 2.6499 -0.0144
H -3.0884 -1.0419 -0.3042
H -5.0171 -2.3181 -0.6663
H -7.4062 -2.4358 -0.7802
H -8.0705 -1.1765 0.1284
H -8.0725 -1.1427 -1.4166